[1]
# C23H21AsCl3N2O2PdS6

A molecular structure, C23H21AsCl3N2O2PdS6 (ωB97M-V/def2-TZVPD, the Open Molecules 2025 dataset).

```
59
Properties=species:S:1:pos:R:3:forces:R:3:nbo_charge:R:1
Pd 1.337443 1.941271 -1.362516 -0.1 -0.4 -0.4 0.49
S 2.462110 -2.356195 -2.754417 0.0 0.0 0.0 -0.54
As 3.187573 -0.395560 -2.274684 0.1 0.0 0.1 0.95
S 2.845195 0.292805 -0.260878 0.0 0.0 0.2 -0.75
S 2.445904 1.238276 -3.436289 -0.1 0.2 -0.1 -0.70
S 5.162929 -1.113989 -2.687006 0.0 0.0 0.0 -0.48
C 0.548245 6.594953 -1.402678 0.0 0.1 0.0 -0.82
S 0.434141 4.851307 -0.959632 -0.1 0.2 0.0 1.28
O -0.193764 4.210491 -2.156740 0.0 0.0 0.0 -0.99
C 2.185311 4.508884 -0.989715 0.0 0.0 -0.1 -0.32
C 2.879009 4.504777 -2.195346 0.0 0.0 0.0 -0.15
C 4.223506 4.179689 -2.196936 0.0 0.0 0.0 -0.21
C 4.865078 3.872182 -1.002818 0.0 0.0 0.0 -0.18
C 4.167890 3.883718 0.194750 -0.1 0.0 0.0 -0.20
C 2.815073 4.192295 0.204762 0.1 0.0 0.1 -0.21
H 1.032645 6.677641 -2.374927 0.0 0.0 0.0 0.23
H 1.123539 7.122659 -0.641812 0.0 0.0 0.0 0.22
H -0.464724 6.990630 -1.453503 0.0 0.0 0.0 0.23
H 2.347575 4.680349 -3.122571 0.0 0.0 0.0 0.23
H 4.759067 4.116071 -3.134174 0.0 0.0 0.0 0.22
H 5.907485 3.581423 -1.012150 0.0 0.0 0.0 0.22
H 4.663348 3.597335 1.112679 0.0 0.0 0.0 0.21
H 2.236537 4.144469 1.119610 0.0 0.0 0.0 0.22
Cl -4.148657 -6.558204 4.078974 0.0 0.0 0.0 -0.01
C -3.449375 -5.175583 3.284850 0.0 0.0 0.0 -0.02
C -2.077858 -4.994495 3.303254 0.0 0.0 0.0 -0.24
C -1.538862 -3.889378 2.664587 0.0 0.0 0.0 -0.19
C -2.340514 -2.959593 2.012098 0.0 0.0 0.0 0.01
C -1.728553 -1.754400 1.331578 0.0 0.0 0.0 0.04
C -1.912085 -0.490071 2.177170 0.0 0.0 0.0 -0.22
N -1.568641 0.675924 1.391317 -0.1 0.0 0.0 -0.35
C -2.433143 1.343429 0.548482 0.0 0.0 0.0 -0.11
C -1.655938 2.126972 -0.246621 0.1 0.0 0.0 -0.08
N -0.332102 1.928050 0.074487 0.0 0.0 0.2 -0.53
C -0.316474 1.055944 1.056260 0.0 -0.1 -0.1 0.21
O -0.343557 -1.918798 1.142114 -0.1 0.0 0.1 -0.55
C 0.071254 -1.984681 -0.232818 0.1 0.0 0.0 -0.10
C -0.495671 -3.193136 -0.902279 0.0 0.0 0.0 -0.12
C -1.520259 -3.204715 -1.796477 0.0 0.1 0.0 -0.25
Cl -2.366484 -1.837938 -2.408242 0.0 0.0 0.0 0.04
S -1.924775 -4.779101 -2.341138 -0.1 -0.1 0.0 0.44
C -0.717731 -5.470229 -1.334791 0.0 0.0 0.0 -0.42
C -0.039880 -4.521758 -0.642925 0.0 0.0 0.0 -0.21
C -3.711779 -3.185790 2.015910 -0.1 0.1 0.0 -0.02
Cl -4.784485 -2.078926 1.195744 0.0 0.0 0.0 -0.01
C -4.284480 -4.280949 2.641054 0.1 0.0 0.0 -0.26
H -1.442193 -5.710942 3.803725 0.0 0.0 0.0 0.23
H -0.468741 -3.736310 2.646372 0.0 0.0 0.0 0.25
H -2.232725 -1.598022 0.371703 0.0 0.0 0.0 0.22
H -1.245954 -0.550840 3.038083 0.0 0.0 0.0 0.22
H -2.936516 -0.385993 2.533856 0.0 0.0 0.0 0.21
H -3.497356 1.188125 0.594502 0.0 0.0 0.0 0.22
H -1.928598 2.810259 -1.033323 0.0 0.0 0.0 0.24
H 0.567768 0.611899 1.484232 0.0 0.0 0.0 0.24
H 1.158353 -2.030578 -0.209897 0.0 0.0 0.0 0.26
H -0.203516 -1.063703 -0.753284 0.0 0.0 0.0 0.21
H -0.557233 -6.535735 -1.337953 0.0 0.0 0.0 0.23
H 0.788916 -4.733027 0.018279 0.0 0.0 0.0 0.23
H -5.353270 -4.433191 2.618110 0.0 0.0 0.0 0.24
```
Forces are in eV/Å.

Summary:
* max |F|: 0.6 eV/A
* 2S+1: 3
* energy above the lowest of the compared OMol25 structures with the same formula, charge and spin: 0.130 eV
* HOMO-LUMO gap (alpha / beta): 5.686 / 6.183 eV
* DFT total energy: -198167.0665 eV
* total charge: -1
* LUMO level (alpha / beta): 2.04 / 1.87 eV

[2]
# C23H21BCl3F3N2O

2 unconnected molecules or ions with the total composition C23H21BCl3F3N2O at a distorted geometry (ωB97M-V/def2-TZVPD, the Open Molecules 2025 dataset).

```
54
Properties=species:S:1:pos:R:3:forces:R:3:nbo_charge:R:1
Cl 2.054564 0.382340 -3.033208 -0.2 0.3 0.7 -0.33
B 0.841809 -1.042682 -3.307051 1.5 -1.1 -1.0 0.55
Cl 0.619394 -1.077206 -5.164614 -0.3 -0.2 0.1 -0.29
Cl 1.830844 -2.678521 -2.782394 -0.2 0.3 0.0 -0.40
O -0.281419 -0.972123 -2.543202 -1.5 0.9 1.7 -0.77
C -1.305096 -1.923089 -2.371573 0.5 -0.5 -1.6 -0.07
C -2.312444 -1.868996 -3.523672 -0.9 -0.1 0.5 0.00
C -3.072693 -2.973872 -3.926651 0.3 0.4 -0.2 -0.23
C -4.165601 -2.776196 -4.781947 -0.3 0.3 0.0 -0.21
C -4.520342 -1.485666 -5.215756 0.1 -0.3 0.3 -0.23
C -3.878694 -0.375951 -4.655487 0.2 -0.2 0.5 -0.20
C -2.816069 -0.576630 -3.775102 0.0 -0.3 -0.2 -0.21
H -0.894849 -2.891435 -2.037149 -0.1 0.1 -0.8 0.20
H -2.820783 -3.957313 -3.511187 -0.1 0.3 -0.4 0.21
H -4.828862 -3.607090 -5.035674 0.4 0.1 -0.1 0.21
H -5.345735 -1.332031 -5.916806 0.2 -0.2 0.3 0.21
H -4.282876 0.631886 -4.780289 0.2 -0.3 -0.2 0.21
H -2.415917 0.244851 -3.170011 0.1 -0.2 -0.6 0.21
C 0.001431 2.541298 -0.122119 0.6 0.6 -0.4 -0.43
N -0.168349 1.623226 0.997055 1.0 -0.7 0.8 -0.31
C 0.662467 0.620728 1.453473 -3.1 -0.6 -1.2 0.54
H -2.013979 -1.659586 -1.632269 0.0 1.0 1.8 0.17
C 2.122036 0.635031 1.572384 1.5 -0.1 -0.4 -0.08
C 2.644281 1.130743 2.801463 -0.8 -0.4 -0.2 -0.20
C 4.012068 1.152379 3.015179 0.0 0.1 -0.2 -0.18
C 4.852177 0.653640 2.031440 0.3 0.0 0.1 -0.12
C 6.337111 0.864891 2.181244 1.4 0.1 0.1 0.98
F 7.079131 -0.108726 1.574040 -0.7 0.9 0.5 -0.32
F 6.714921 2.069360 1.630820 -0.4 -1.2 0.4 -0.32
F 6.740367 0.917900 3.483773 -0.4 -0.1 -0.9 -0.32
C 4.360170 0.073152 0.873613 0.2 0.4 -0.1 -0.16
C 3.009200 0.161748 0.577149 -0.9 -0.1 0.6 -0.17
N -0.184533 -0.321147 2.005147 1.2 0.8 0.1 -0.33
C -0.035874 -1.755541 2.229797 0.4 -0.6 0.0 -0.42
C -1.372301 0.316236 2.366767 0.7 0.6 -0.4 0.18
C -1.362555 1.561809 1.725829 0.7 -0.7 0.3 0.10
C -2.054397 2.651287 2.211362 -0.6 -0.1 0.3 -0.20
C -2.773140 2.416145 3.390435 0.3 0.4 -0.5 -0.20
C -2.746602 1.177598 4.045367 0.0 -0.7 0.1 -0.20
C -2.057883 0.072187 3.539205 -0.6 0.4 0.2 -0.24
H -1.002254 2.823686 -0.463259 0.3 0.0 0.2 0.23
H 0.571829 3.429533 0.161986 -0.2 0.0 0.0 0.22
H 0.510790 2.069762 -0.974380 -0.1 -0.2 0.4 0.28
H 1.972561 1.485983 3.595795 0.2 -0.2 -0.5 0.23
H 4.455745 1.541859 3.927181 -0.3 0.0 -0.1 0.25
H 5.056607 -0.415175 0.205812 -0.1 0.2 -0.3 0.25
H 2.633692 -0.127940 -0.402704 0.0 -0.2 0.1 0.28
H -1.027473 -2.099437 2.555863 0.6 0.0 0.1 0.23
H 0.177168 -2.308268 1.304117 0.0 0.5 0.0 0.25
H 0.752257 -2.010227 2.947706 -0.3 0.2 0.0 0.23
H -1.897053 3.635925 1.758625 -0.4 -0.3 0.3 0.24
H -3.270347 3.262461 3.848395 0.0 -0.2 0.1 0.23
H -3.179222 1.071298 5.034448 -0.2 0.2 -0.2 0.23
H -1.925270 -0.874086 4.081059 -0.2 0.6 -0.1 0.24
```
Forces are in eV/Å.

Summary:
* max |F|: 3.4 eV/A
* 2S+1: 1
* energy above the lowest of the compared OMol25 structures with the same formula, charge and spin: 0.773 eV
* HOMO-LUMO gap: 6.805 eV
* DFT total energy: -75617.9333 eV
* total charge: 0
* LUMO level: -1.36 eV

Question: Which of these has the highest total charge?
Answer: C23H21BCl3F3N2O

Question: Among the records above, which one has the highest total charge?
Answer: C23H21BCl3F3N2O

Question: Which of these has the highest energy above the lowest of the compared OMol25 structures with the same formula, charge and spin?
Answer: C23H21BCl3F3N2O

Question: Number 2 is which compound?
Answer: C23H21BCl3F3N2O